w) This record from the Open Molecules 2025 dataset describes a cluster of 2 separate species, C4H12 in total. The level of theory is wB97M-V/def2-TZVPD.

```
! wB97M-V def2-TZVPD RIJCOSX def2/J DEFGRID3
* xyz 0 1
C -0.720 -0.824 -2.874
C 1.172 0.802 2.724
C 0.416 -0.440 2.324
C -0.957 0.529 -2.076
H -2.013 0.902 -2.223
H -0.387 -0.376 1.597
H -0.327 -1.607 -2.183
H 0.805 1.160 3.743
H -0.202 1.163 -2.565
H -0.005 -0.787 -3.782
H 0.040 -0.888 3.223
H -1.690 -1.037 -3.325
H 2.246 0.750 2.862
H -0.636 0.250 -1.047
H 0.989 1.350 1.761
H 1.271 -0.948 1.844
*
```

The HOMO energy is -0.3932 hartree. The value obtained for the orbital gap is 11.7 eV. Its SMILES is CC.CC.


x) This record from the Open Molecules 2025 dataset describes a cluster of 2 separate species, C4H12 in total. The level of theory is wB97M-V/def2-TZVPD.

```
! wB97M-V def2-TZVPD RIJCOSX def2/J DEFGRID3
* xyz 0 1
C -1.585 0.218 -1.090
C 2.782 -0.416 0.519
C -2.663 -0.280 -0.298
C 1.410 0.487 0.725
H 3.412 -0.160 1.230
H 0.538 -0.155 0.803
H 3.168 -0.222 -0.511
H -1.127 1.196 -0.620
H -2.300 -1.158 0.310
H 2.543 -1.445 0.858
H 1.368 1.160 -0.046
H 1.524 0.915 1.763
H -1.910 0.581 -2.048
H -0.640 -0.576 -1.072
H -3.500 -0.625 -0.934
H -3.019 0.480 0.412
*
```

The HOMO energy is -0.4064 hartree. The value obtained for the orbital gap is 12.2 eV. Its SMILES is CC.CC.


y) This record from the Open Molecules 2025 dataset describes a cluster of 2 separate species, C4H12 in total. The level of theory is wB97M-V/def2-TZVPD.

```
! wB97M-V def2-TZVPD RIJCOSX def2/J DEFGRID3
* xyz 0 1
C -1.522 0.804 1.552
C 1.612 -0.885 -1.335
C 1.791 0.529 -0.935
C -1.770 -0.452 0.679
H -1.517 0.456 2.503
H 0.649 -1.298 -0.941
H -0.558 1.316 1.455
H -2.246 1.574 1.422
H -0.925 -1.003 0.188
H 2.615 1.031 -1.244
H 1.783 0.820 0.133
H -2.430 -0.155 -0.159
H -2.207 -1.273 1.253
H 2.366 -1.514 -0.956
H 1.586 -0.982 -2.412
H 0.772 1.032 -1.202
*
```

The HOMO energy is -0.4135 hartree. The value obtained for the orbital gap is 12.4 eV. Its SMILES is CC.CC.


z) This record from the Open Molecules 2025 dataset describes a cluster of 2 separate species, C4H12 in total. The level of theory is wB97M-V/def2-TZVPD.

```
! wB97M-V def2-TZVPD RIJCOSX def2/J DEFGRID3
* xyz 0 1
C -1.365 1.008 1.188
C -1.766 0.974 -0.277
C 1.032 -1.429 -0.049
C 2.129 -0.637 -0.752
H -1.381 1.842 -0.834
H 0.936 -2.422 -0.497
H -0.289 1.149 1.264
H -1.710 0.129 1.735
H -2.837 1.126 -0.454
H 1.230 -1.534 1.014
H 1.810 0.391 -0.949
H 0.062 -0.969 -0.155
H 2.357 -1.057 -1.734
H -1.422 0.172 -0.930
H 3.078 -0.606 -0.216
H -1.863 1.864 1.647
*
```

The HOMO energy is -0.4275 hartree. The value obtained for the orbital gap is 12.8 eV. Its SMILES is CC.CC.


Of them, z) has the highest stability.


w) This record from the Open Molecules 2025 dataset describes a cluster of 2 separate species, C4H12 in total. The level of theory is wB97M-V/def2-TZVPD.

```
! wB97M-V def2-TZVPD RIJCOSX def2/J DEFGRID3
* xyz 0 1
C 1.373 -1.292 0.022
C -1.340 1.683 -0.094
C 1.325 -1.345 1.499
C -1.271 0.901 -1.513
H -2.283 2.212 -0.152
H -2.335 1.044 -1.708
H 0.741 -1.964 -0.434
H 1.515 -2.386 1.756
H -1.515 0.869 0.596
H 0.961 -0.332 -0.441
H 2.242 -0.813 2.034
H -0.615 2.430 0.300
H 0.492 -0.788 2.050
H 2.375 -1.611 -0.291
H -1.079 -0.085 -1.483
H -0.588 1.478 -2.142
*
```

The HOMO energy is -0.4059 hartree. The value obtained for the orbital gap is 12.2 eV. Its SMILES is CC.CC.


x) This record from the Open Molecules 2025 dataset describes a cluster of 2 separate species, C4H12 in total. The level of theory is wB97M-V/def2-TZVPD.

```
! wB97M-V def2-TZVPD RIJCOSX def2/J DEFGRID3
* xyz 0 1
C 1.704 0.014 -0.302
C -1.359 0.062 1.353
C 1.241 0.933 -1.384
C -1.539 -1.095 0.334
H -1.089 -0.688 -0.633
H -0.276 0.212 1.504
H 1.667 0.735 -2.385
H -1.815 -0.179 2.406
H 1.340 1.992 -1.143
H -1.649 1.135 1.245
H 0.851 0.032 0.437
H 1.913 -0.976 -0.697
H -2.633 -1.222 0.019
H 2.572 0.362 0.231
H -1.121 -2.076 0.655
H 0.193 0.759 -1.639
*
```

The HOMO energy is -0.4038 hartree. The value obtained for the orbital gap is 12.2 eV. Its SMILES is CC.CC.


y) This record from the Open Molecules 2025 dataset describes a cluster of 2 separate species, C4H12 in total. The level of theory is wB97M-V/def2-TZVPD.

```
! wB97M-V def2-TZVPD RIJCOSX def2/J DEFGRID3
* xyz 0 1
C 0.784 -1.945 0.229
C -1.163 1.653 0.512
C 0.170 2.380 0.439
C 0.184 -2.007 -1.190
H 0.019 3.324 -0.087
H -1.102 0.787 1.200
H -0.481 -1.175 -1.370
H -0.439 -2.904 -1.297
H -1.386 1.262 -0.472
H -1.946 2.194 1.051
H 0.947 1.838 -0.088
H 0.553 2.655 1.427
H 0.001 -1.709 0.949
H 0.971 -2.242 -1.900
H 1.597 -1.222 0.183
H 1.292 -2.889 0.414
*
```

The HOMO energy is -0.4233 hartree. The value obtained for the orbital gap is 12.7 eV. Its SMILES is CC.CC.


z) This record from the Open Molecules 2025 dataset describes a cluster of 2 separate species, C4H12 in total. The level of theory is wB97M-V/def2-TZVPD.

```
! wB97M-V def2-TZVPD RIJCOSX def2/J DEFGRID3
* xyz 0 1
C 1.619 1.766 -1.026
C -0.820 -0.797 1.349
C -2.191 -1.430 1.424
C 1.405 0.450 -1.763
H -0.011 -1.506 1.506
H 0.702 2.263 -0.718
H -0.710 -0.076 2.169
H -0.737 -0.160 0.471
H 1.046 0.637 -2.775
H 2.257 1.580 -0.162
H -2.482 -1.847 0.457
H 0.758 -0.265 -1.256
H -2.990 -0.731 1.689
H -2.293 -2.233 2.154
H 2.120 2.468 -1.692
H 2.326 -0.118 -1.827
*
```

The HOMO energy is -0.4249 hartree. The value obtained for the orbital gap is 12.7 eV. Its SMILES is CC.CC.


Of them, z) has the highest stability.


w) This record from the Open Molecules 2025 dataset describes an isolated molecule of CH3N5O. The level of theory is wB97M-V/def2-TZVPD.

```
! wB97M-V def2-TZVPD RIJCOSX def2/J DEFGRID3
* xyz 0 1
O 2.063 -0.461 -0.359
N -0.358 -1.001 0.586
N -2.138 0.102 -0.375
N -1.623 -0.969 -0.260
N -1.097 1.013 0.248
N 1.279 0.759 -0.063
C 0.080 0.346 0.356
H 0.288 -1.793 0.058
H 2.857 0.001 0.198
H -1.351 2.003 -0.390
*
```

The HOMO energy is -0.3431 hartree. The value obtained for the orbital gap is 9.8 eV. Its SMILES is ON=c1[nH]nn[nH]1.


x) This record from the Open Molecules 2025 dataset describes an isolated molecule of CH3N5O. The level of theory is wB97M-V/def2-TZVPD.

```
! wB97M-V def2-TZVPD RIJCOSX def2/J DEFGRID3
* xyz 0 1
O 1.473 -0.623 1.108
N 0.554 0.095 0.304
N 0.461 -1.369 -1.427
N -1.286 1.297 0.072
N -0.435 0.859 0.904
N -1.218 0.359 -0.874
C -0.116 -0.416 -0.664
H 1.081 -1.525 1.681
H -0.229 1.709 1.705
H 1.526 -1.391 -1.118
*
```

The HOMO energy is -0.3199 hartree. The value obtained for the orbital gap is 8.0 eV. Its SMILES is [H]/N=c1/nn[nH]n1O.


Of them, w) has the highest stability.


w) This record from the Open Molecules 2025 dataset describes an isolated molecule of C4H10N2O. The level of theory is wB97M-V/def2-TZVPD.

```
! wB97M-V def2-TZVPD RIJCOSX def2/J DEFGRID3
* xyz 0 1
O 0.021 -1.026 1.693
N 1.843 0.214 1.331
N -2.147 0.423 -0.287
C 0.074 0.272 -1.639
C -1.182 1.073 -1.260
C 0.616 -0.749 -0.642
C 0.707 -0.472 0.875
H 0.025 -1.670 -0.688
H -0.849 2.045 -0.890
H 0.902 1.003 -1.613
H -0.109 -0.128 -2.628
H 1.634 -1.107 -0.808
H 1.805 0.579 2.266
H -2.722 1.181 0.048
H -1.484 -0.017 0.337
H -1.740 1.310 -2.161
H 2.722 0.410 0.884
*
```

The HOMO energy is -0.3338 hartree. The value obtained for the orbital gap is 9.8 eV. Its SMILES is NCCCC(N)=O.


x) This record from the Open Molecules 2025 dataset describes an isolated molecule of C4H10N2O. The level of theory is wB97M-V/def2-TZVPD.

```
! wB97M-V def2-TZVPD RIJCOSX def2/J DEFGRID3
* xyz 0 1
O -2.029 -1.826 -0.994
N -0.658 1.050 -0.598
N 2.214 0.141 1.387
C 0.317 1.536 0.384
C -0.923 -1.481 -0.663
C 0.816 0.551 1.457
C -0.292 -0.247 -1.279
H 0.782 -0.349 -1.422
H 2.416 -0.153 0.439
H -1.556 0.817 -0.182
H -0.206 2.355 0.888
H 1.110 2.029 -0.186
H -0.303 -1.961 0.119
H -0.743 -0.049 -2.242
H 2.863 0.874 1.629
H 0.249 -0.357 1.309
H 0.527 0.847 2.463
*
```

The HOMO energy is -0.3300 hartree. The value obtained for the orbital gap is 9.8 eV. Its SMILES is NCCNCC=O.


Of them, w) has the highest stability.


w) This record from the Open Molecules 2025 dataset describes an isolated molecule of C4H10N2O. The level of theory is wB97M-V/def2-TZVPD.

```
! wB97M-V def2-TZVPD RIJCOSX def2/J DEFGRID3
* xyz 0 1
O 1.690 0.584 -0.744
N 1.013 -1.105 -2.045
N -0.440 0.155 1.066
C -0.411 -0.632 -0.149
C 0.860 -0.258 -0.963
C -0.687 1.595 0.878
C -1.583 -0.333 1.885
H -1.281 -1.242 2.414
H -0.371 2.123 1.773
H -1.755 1.801 0.703
H -0.166 1.982 0.002
H 1.925 -1.007 -2.457
H 0.358 -1.849 -2.195
H -0.192 -1.673 0.078
H -1.280 -0.476 -0.797
H -2.469 -0.560 1.279
H -1.845 0.380 2.659
*
```

The HOMO energy is -0.3254 hartree. The value obtained for the orbital gap is 9.7 eV. Its SMILES is CN(C)CC(N)=O.


x) This record from the Open Molecules 2025 dataset describes a cluster of 2 separate species, C4H10N2O in total. The level of theory is wB97M-V/def2-TZVPD.

```
! wB97M-V def2-TZVPD RIJCOSX def2/J DEFGRID3
* xyz 0 1
O -1.513 -0.408 0.137
N 0.813 0.506 1.429
N 0.159 1.777 -0.454
C 1.577 0.902 2.337
C -0.108 1.231 0.691
C 0.125 -1.666 -1.311
C -1.119 -0.815 -1.345
H -0.140 -2.683 -1.013
H -0.931 1.648 1.279
H 0.829 -1.299 -0.566
H -1.999 -1.389 -1.663
H 1.678 1.946 2.646
H -2.312 0.138 0.064
H -1.008 0.081 -1.957
H 2.240 0.181 2.806
H 0.635 -1.655 -2.271
H 1.075 1.506 -0.809
*
```

The HOMO energy is -0.3337 hartree. The value obtained for the orbital gap is 10.0 eV. Its SMILES is [H]/N=C\N=C.CCO.


y) This record from the Open Molecules 2025 dataset describes an isolated molecule of C4H10N2O. The level of theory is wB97M-V/def2-TZVPD.

```
! wB97M-V def2-TZVPD RIJCOSX def2/J DEFGRID3
* xyz 0 1
O 3.593 0.333 1.069
N -2.554 -1.133 0.361
N 1.542 0.287 0.123
C 2.836 0.732 0.224
C -1.177 -0.676 0.543
C -0.663 -0.128 -0.811
C 0.477 0.856 -0.671
H -1.068 0.103 1.307
H 0.128 1.803 -0.260
H -0.536 -1.524 0.786
H 2.990 1.464 -0.595
H 0.880 1.082 -1.655
H -2.856 -1.691 1.155
H -1.519 0.317 -1.305
H -0.295 -0.981 -1.384
H -3.149 -0.313 0.430
H 1.371 -0.533 0.683
*
```

The HOMO energy is -0.3538 hartree. The value obtained for the orbital gap is 10.5 eV. Its SMILES is NCCCNC=O.


z) This record from the Open Molecules 2025 dataset describes an isolated molecule of C4H10N2O. The level of theory is wB97M-V/def2-TZVPD.

```
! wB97M-V def2-TZVPD RIJCOSX def2/J DEFGRID3
* xyz 0 1
O -2.241 1.501 -0.636
N 2.033 -0.548 -0.525
N -2.439 -0.622 0.263
C -0.357 0.088 -0.902
C -1.748 0.461 -0.336
C 0.999 0.884 1.171
C 0.739 -0.176 0.135
H 0.469 -1.135 0.611
H -0.494 -0.873 -1.406
H -0.030 0.912 -1.548
H 1.998 -1.548 -0.690
H -1.910 -0.750 1.137
H 0.107 1.059 1.788
H 1.826 0.600 1.815
H 2.089 -0.109 -1.440
H 1.291 1.815 0.673
H -2.333 -1.560 -0.111
*
```

The HOMO energy is -0.3508 hartree. The value obtained for the orbital gap is 10.1 eV. Its SMILES is C[C@H](N)CC(N)=O.


Of them, y) has the highest stability.